1.
The following is a DFT calculation (wB97M-V/def2-TZVPD) of the molecule C4H8O2.

E_LUMO: 0.791 eV

ORCA input file:
```
! wB97M-V def2-TZVPD RIJCOSX def2/J DEFGRID3
* xyz 0 1
C -1.26 -1.09 -0.13
C -0.74 0.24 -0.67
C 0.42 0.84 0.12
O 0.09 1.01 1.47
C 1.71 0.05 0.00
O 2.39 -0.19 0.96
H -2.13 -1.42 -0.70
H -1.56 -0.97 0.92
H -0.51 -1.88 -0.18
H -1.55 0.97 -0.67
H -0.42 0.13 -1.72
H 0.66 1.82 -0.34
H 0.88 0.75 1.97
H 2.01 -0.25 -1.02
*
```

Atomic partial charges in e from the Löwdin method, atoms 1 to 4: atom 1 (C): -0.10, atom 2 (C): -0.21, atom 3 (C): -0.39, atom 4 (O): -0.01

2.
The following is a DFT calculation (wB97M-V/def2-TZVPD) of a cluster of 7 separate species, C28H74N4O13 in total.

E_LUMO: 0.528 eV

ORCA input file:
```
! wB97M-V def2-TZVPD RIJCOSX def2/J DEFGRID3
* xyz 0 1
C 0.22 -1.60 6.36
O -1.07 -1.24 6.13
C -1.96 -2.18 6.63
C -3.28 -1.99 5.94
C -3.60 -0.52 5.57
N -4.29 -2.67 6.77
H 0.38 -2.68 6.16
H 0.61 -1.36 7.36
H 0.87 -1.12 5.63
H -1.59 -3.18 6.40
H -2.11 -2.08 7.73
H -3.30 -2.63 5.04
H -2.75 -0.10 4.98
H -3.62 0.16 6.43
H -4.44 -0.38 4.88
H -5.19 -2.53 6.32
H -4.34 -2.23 7.70
C 2.79 1.85 1.05
O 4.11 2.13 0.73
C 5.10 1.28 1.34
C 5.54 0.20 0.35
N 6.21 0.73 -0.81
C 7.51 1.20 -0.58
C 8.07 1.80 -1.86
O 7.27 2.78 -2.36
C 7.73 4.07 -2.01
H 2.26 1.47 0.16
H 2.30 2.79 1.33
H 2.60 1.11 1.85
H 4.70 0.87 2.27
H 5.94 1.95 1.55
H 4.63 -0.30 -0.01
H 6.18 -0.58 0.79
H 5.65 1.44 -1.25
H 8.11 0.35 -0.25
H 7.53 1.95 0.24
H 8.21 1.01 -2.61
H 9.11 2.16 -1.66
H 8.69 4.29 -2.51
H 7.79 4.21 -0.93
H 7.01 4.78 -2.43
C -3.49 -4.22 0.47
O -2.53 -3.24 0.32
C -3.04 -2.20 -0.46
C -1.96 -1.39 -1.01
N -1.08 -0.73 -0.03
C -1.85 0.08 1.00
C -0.99 1.12 1.62
O -0.49 2.02 0.69
C -1.45 2.89 0.17
H -3.06 -5.17 0.77
H -3.99 -4.41 -0.49
H -4.27 -4.00 1.23
H -3.72 -1.59 0.17
H -3.67 -2.52 -1.30
H -2.43 -0.62 -1.65
H -1.36 -2.07 -1.63
H -0.58 -0.01 -0.59
H -2.33 -0.63 1.68
H -2.72 0.61 0.51
H -0.17 0.63 2.15
H -1.59 1.59 2.42
H -2.19 2.39 -0.46
H -0.91 3.63 -0.41
H -2.00 3.40 0.98
C -1.00 5.52 -4.61
O -2.34 5.25 -4.90
C -2.53 4.25 -5.81
C -3.91 3.73 -5.68
N -4.22 3.21 -4.37
C -4.14 1.74 -4.31
C -4.32 1.30 -2.86
O -4.62 -0.11 -2.68
C -5.93 -0.51 -2.96
H -0.68 4.98 -3.70
H -0.91 6.58 -4.38
H -0.35 5.26 -5.45
H -1.77 3.46 -5.65
H -2.36 4.59 -6.85
H -3.96 2.88 -6.39
H -4.63 4.45 -6.08
H -3.52 3.60 -3.74
H -3.16 1.36 -4.64
H -4.96 1.32 -4.89
H -5.07 1.98 -2.37
H -3.39 1.52 -2.30
H -5.99 -1.56 -2.70
H -6.19 -0.36 -4.01
H -6.63 0.08 -2.35
O 0.93 -4.48 4.24
C -0.29 -4.12 3.61
C -0.74 -5.22 2.62
O -0.37 -6.51 3.19
H 1.15 -5.38 3.95
H -1.03 -4.03 4.40
H -0.11 -3.19 3.07
H -0.28 -5.11 1.61
H -1.80 -5.09 2.39
H -0.44 -7.19 2.51
O 0.58 -0.12 -4.46
C 1.22 1.11 -4.11
C 0.94 1.37 -2.65
O -0.40 1.13 -2.39
H 1.15 -0.61 -5.06
H 2.31 1.05 -4.27
H 0.84 1.94 -4.73
H 1.08 2.42 -2.45
H 1.54 0.67 -2.06
H -0.67 0.29 -2.79
O 1.55 -2.05 -0.58
C 2.42 -1.84 0.45
C 3.61 -2.66 0.24
O 3.39 -4.06 0.49
H 0.66 -1.70 -0.29
H 2.71 -0.78 0.45
H 2.01 -2.07 1.44
H 4.34 -2.30 0.97
H 4.03 -2.49 -0.77
H 2.55 -4.31 0.09
*
```

Atomic partial charges in e from the Löwdin method, atoms 1 to 4: atom 1 (C): -0.13, atom 2 (O): -0.18, atom 3 (C): -0.23, atom 4 (C): -0.43

Number 1: highest occupied orbital energy -10.30 eV, gap between HOMO and LUMO 11.09 eV. Number 2: highest occupied orbital energy -8.33 eV, gap between HOMO and LUMO 8.86 eV.